Density functional theory data (ωB97M-V/def2-TZVPD) for the ion C13H6N5O6 with charge -1 in a non-equilibrium geometry.

Structure (ORCA input):
```
! RIJCOSX wB97M-V def2-TZVPD def2/J DEFGRID3
* xyz -1 1
O -0.140 -1.944 -0.050
C -0.621 -0.811 -0.151
C -2.036 -0.348 -0.218
C -3.202 -1.101 -0.146
C -4.419 -0.408 -0.119
C -4.447 0.997 -0.087
C -3.260 1.739 -0.071
C -2.065 1.030 -0.179
C -0.674 1.545 -0.051
O -0.262 2.675 0.175
N 0.126 0.383 -0.174
C 1.607 0.365 0.080
C 2.110 -0.419 -1.063
N 1.956 0.283 -2.286
O 1.601 1.487 -2.203
O 2.212 -0.303 -3.363
C 2.762 -1.635 -1.054
N 3.359 -2.086 0.037
C 3.237 -1.350 1.124
N 3.978 -1.527 2.266
O 3.616 -0.425 3.044
N 2.602 0.402 2.389
O 2.165 1.356 3.012
C 2.274 -0.264 1.235
H -3.122 -2.186 -0.129
H -5.364 -0.976 -0.114
H -5.419 1.519 -0.061
H -3.235 2.828 0.002
H 1.822 1.417 0.116
H 2.836 -2.242 -1.961
*
```

Summary:
Structure (SMILES)   O=C1c2ccccc2C(=O)N1[C@@H]1C(=[N+]([O-])[O-])C=Nc2no[n+]([O-])c21
HOMO   -4.430 eV
Molecular weight   328.220 g/mol
Frontier orbital gap   6.314 eV
Energy   -1224.080723 hartree
E_LUMO   1.8838 eV


Density functional theory data (ωB97M-V/def2-TZVPD) for a structure of composition C13H7BrCl3N10OPt in a non-equilibrium geometry.

Structure (ORCA input):
```
! RIJCOSX wB97M-V def2-TZVPD def2/J DEFGRID3
* xyz -1 1
Pt 0.271 -0.319 -0.002
N 3.121 -2.299 -0.002
C 3.290 -0.946 0.004
N 4.474 -0.376 0.011
N 4.204 0.945 0.014
N 2.943 1.147 0.009
N 2.299 -0.056 0.003
C 1.902 -2.897 -0.020
N 1.754 -4.204 -0.032
N 0.419 -4.388 -0.052
N -0.201 -3.275 -0.052
N 0.728 -2.261 -0.030
H 3.938 -2.882 0.003
Cl -2.208 7.011 0.022
C -2.090 5.262 0.010
C -0.845 4.655 0.020
C -0.783 3.278 0.010
Cl 0.741 2.461 0.022
C -1.907 2.429 -0.012
O -1.801 1.161 -0.026
C -3.146 3.120 -0.019
Cl -4.605 2.164 -0.047
C -3.246 4.498 -0.009
H 0.061 5.246 0.035
H -4.219 4.969 -0.016
Br -4.157 -2.854 2.743
C -3.413 -2.262 1.111
C -4.057 -2.509 -0.085
C -3.468 -2.044 -1.248
C -2.268 -1.368 -1.168
N -1.664 -1.155 -0.005
C -2.217 -1.575 1.123
H -4.994 -3.047 -0.105
H -3.936 -2.205 -2.208
H -1.768 -0.987 -2.046
H -1.692 -1.362 2.042
*
```

Summary:
HOMO   -4.884 eV
Molecular weight   700.609 g/mol
Frontier orbital gap   7.173 eV
Energy   -5196.360847 hartree
Energy above the lowest of the compared OMol25 structures with the same formula, charge and spin   1.278 eV
E_LUMO   2.2891 eV


Density functional theory data (ωB97M-V/def2-TZVPD) for a structure of composition C13H7Cl2NdO8S2 in a non-equilibrium geometry.

Structure (ORCA input):
```
! RIJCOSX wB97M-V def2-TZVPD def2/J DEFGRID3
* xyz 0 4
Nd -0.032 0.253 0.166
Cl 5.975 5.050 0.115
C 4.795 3.798 0.115
C 5.238 2.464 0.118
C 4.326 1.444 0.136
Cl 4.813 -0.200 0.131
C 2.912 1.682 0.167
O 2.095 0.694 0.210
C 2.496 3.060 0.143
C 1.106 3.370 0.147
O 0.165 2.551 0.212
C 3.460 4.097 0.115
H 6.295 2.253 0.109
H 0.846 4.441 0.090
H 3.133 5.126 0.104
O -3.602 0.247 1.867
S -2.490 -0.201 1.090
O -1.225 -0.340 1.867
O -2.154 0.651 -0.077
C -2.938 -1.803 0.373
C -4.182 -2.295 0.744
C -4.679 -3.465 0.191
C -3.934 -4.140 -0.763
C -2.690 -3.652 -1.131
C -2.183 -2.489 -0.569
S -0.494 -2.066 -1.083
O -0.045 -3.111 -1.948
O -0.487 -0.716 -1.713
O 0.260 -1.927 0.187
H -4.750 -1.732 1.468
H -5.649 -3.835 0.486
H -4.306 -5.051 -1.205
H -2.078 -4.159 -1.860
*
```

Summary:
HOMO (spin up / spin down)   -8.679 / -8.677 eV
<S²>   3.752
Molecular weight   570.471 g/mol
Frontier orbital gap (spin up / spin down)   7.684 / 7.701 eV
Energy   -3379.806542 hartree
Energy above the lowest of the compared OMol25 structures with the same formula, charge and spin   0.113 eV
E_LUMO (spin up / spin down)   -0.9953 / -0.9761 eV


The lowest molecular weight belongs to which entry? C13H6N5O6


The highest energy belongs to which entry? C13H6N5O6